C5H11N3 | ωB97M-V/def2-TZVPD

## Properties
Energy relative to the best compared isomer or geometry (same formula, charge and spin), eV: 2.366
SMILES: CC1(C)NC=[NH+]C1=[NH2+]
Lowest unoccupied orbital energy, hartree: -0.351
Calculated total energy, eV: -9815.577
Net charge: +2

Last columns: bonded neighbours and bond lengths (Å).
Element x y z (Å)
1 C 1.65389 1.23700 0.04914  N6 1.317, N7 1.374, H9 1.087
2 C 0.74334 -0.81418 -0.12997  C3 1.512, N7 1.363, N8 1.263
3 C -0.35000 0.22960 -0.12017  C2 1.512, C4 1.628, C5 1.520, N6 1.457
4 C -1.23031 0.16551 1.24831  C3 1.628, H10 1.155, H11 1.023, H12 1.118
5 C -1.24375 0.19004 -1.34915  C3 1.520, H13 1.088, H14 1.128, H15 1.121
6 N 0.36970 1.49574 -0.08685  C1 1.317, C3 1.457, H16 1.113
7 N 1.90755 -0.10672 -0.08444  C1 1.374, C2 1.363, H17 1.101
8 N 0.55280 -2.06097 -0.06454  C2 1.263, H18 1.083, H19 1.034
9 H 2.49522 1.87486 0.30668  C1 1.087
10 H -1.80002 1.16927 1.28506  C4 1.155
11 H -0.66618 0.01648 2.08823  C4 1.023
12 H -2.00620 -0.63506 1.16068  C4 1.118
13 H -1.69442 1.17754 -1.41634  C5 1.088
14 H -2.02531 -0.59745 -1.14300  C5 1.128
15 H -0.65409 -0.07186 -2.26554  C5 1.121
16 H -0.10604 2.41077 0.33060  N6 1.113
17 H 2.95726 -0.34255 0.14839  N7 1.101
18 H -0.31370 -2.70251 0.04109  N8 1.083
19 H 1.41024 -2.63552 0.00180  N8 1.034

Löwdin charges, unit e, in atom order: 0.0588 -0.2223 -0.4371 0.0631 0.0246 0.1681 0.1994 0.3152 0.1912 0.1401 0.0580 0.1169 0.1083 0.1251 0.1267 0.2724 0.2639 0.2417 0.1860